ORCA calculation (ωB97M-V/def2-TZVPD) on a structure of composition C54H146AsF6FeN13O15 at a distorted geometry.

Calculated values
relative energy (zero: lowest compared OMol25 entry of this formula, charge and spin)	0.871	eV
total energy	-8083.8363	hartree
multiplicity	5
total charge	0
expectation value of S²	6.0069
HOMO (alpha / beta)	-8.739 / -8.539	eV
lowest unoccupied orbital energy (alpha / beta)	0.054 / 0.044	eV
frontier orbital gap (alpha / beta)	8.8 / 8.6	eV

Cartesian coordinates (Å):
Fe: -1.460 2.378 -2.820
C: -0.240 0.777 0.497
C: -0.996 1.673 -0.516
O: -0.448 2.674 -0.976
O: -1.969 1.232 -1.109
H: -0.134 -0.222 0.075
H: -0.830 0.604 1.397
H: 0.663 1.268 0.858
As: -1.919 -3.018 -6.085
F: -2.585 -2.041 -4.752
F: -3.395 -2.437 -7.084
F: -1.296 -3.922 -7.501
F: -0.538 -3.623 -5.123
F: -2.920 -4.454 -5.670
F: -1.043 -1.493 -6.644
C: -7.046 -0.332 -2.963
C: -5.996 -0.962 -3.810
C: -6.306 -0.828 -5.346
O: -7.407 -1.667 -5.753
C: -7.008 -3.016 -5.978
N: -4.721 -0.448 -3.511
H: -7.378 0.620 -3.378
H: -6.801 -0.358 -1.901
H: -7.894 -1.015 -2.910
H: -6.040 -2.028 -3.588
H: -5.488 -0.902 -6.063
H: -6.630 0.189 -5.571
H: -5.974 -3.244 -6.236
H: -7.556 -3.591 -6.724
H: -7.150 -3.599 -5.067
H: -4.027 -1.032 -3.957
H: -4.652 -0.709 -2.537
C: 3.310 -9.509 0.284
C: 2.886 -7.994 0.121
C: 3.997 -7.173 -0.587
O: 3.911 -5.766 -0.314
C: 2.748 -4.955 -0.676
N: 1.604 -7.956 -0.586
H: 4.361 -9.701 0.499
H: 3.117 -10.087 -0.620
H: 2.870 -9.918 1.193
H: 2.743 -7.567 1.114
H: 3.876 -7.298 -1.663
H: 4.993 -7.498 -0.282
H: 1.811 -5.192 -0.172
H: 2.577 -5.126 -1.739
H: 2.929 -3.929 -0.356
H: 0.848 -8.276 0.002
H: 1.330 -7.001 -0.767
C: -0.458 -0.644 6.573
C: -0.551 -2.083 6.970
C: 0.685 -3.040 6.440
O: 0.677 -2.908 4.991
C: 1.654 -3.809 4.385
N: -0.789 -2.121 8.440
H: -1.131 0.009 7.130
H: -0.786 -0.477 5.547
H: 0.560 -0.334 6.809
H: -1.481 -2.516 6.602
H: 0.352 -4.027 6.761
H: 1.671 -2.691 6.744
H: 2.587 -3.250 4.313
H: 1.211 -3.977 3.404
H: 1.769 -4.776 4.875
H: -0.843 -3.123 8.554
H: -1.707 -1.763 8.662
C: 2.097 3.768 -3.497
C: 0.864 4.550 -3.817
C: 1.163 5.738 -4.797
O: -0.074 6.360 -5.082
C: 0.036 7.228 -6.212
N: -0.122 3.580 -4.351
H: 2.916 4.347 -3.072
H: 2.489 3.195 -4.338
H: 1.877 3.061 -2.697
H: 0.569 4.924 -2.837
H: 1.417 5.220 -5.722
H: 1.911 6.413 -4.379
H: 0.886 7.881 -6.014
H: -0.887 7.784 -6.374
H: 0.324 6.747 -7.146
H: -0.472 4.307 -4.959
H: 0.419 3.014 -4.989
C: -3.686 -6.329 2.135
C: -2.317 -6.369 1.429
C: -2.257 -5.650 0.040
O: -1.084 -6.037 -0.647
C: -0.996 -5.401 -1.952
N: -1.453 -5.767 2.437
H: -4.350 -6.976 1.562
H: -4.126 -5.440 2.587
H: -3.551 -6.904 3.052
H: -2.163 -7.426 1.210
H: -2.272 -4.585 0.268
H: -3.156 -5.855 -0.542
H: -1.533 -5.787 -2.819
H: 0.043 -5.543 -2.248
H: -1.127 -4.320 -1.989
H: -0.605 -5.716 1.892
H: -1.394 -6.423 3.203
C: 4.836 0.089 -1.771
C: 5.341 -1.325 -1.821
C: 5.411 -2.112 -3.175
O: 4.130 -2.441 -3.616
C: 3.955 -2.884 -5.010
N: 6.534 -1.433 -0.962
H: 4.860 0.570 -0.793
H: 3.801 0.085 -2.113
H: 5.380 0.701 -2.491
H: 4.573 -1.933 -1.342
H: 6.038 -2.998 -3.088
H: 5.975 -1.512 -3.890
H: 4.452 -3.837 -5.189
H: 4.355 -2.173 -5.733
H: 2.916 -2.951 -5.334
H: 6.650 -2.400 -0.693
H: 6.335 -0.974 -0.085
C: 3.482 6.582 -0.856
C: 2.405 6.443 0.225
C: 1.847 4.953 0.366
O: 0.684 5.150 1.241
C: 0.491 4.201 2.271
N: 2.968 6.826 1.462
H: 4.181 7.411 -0.747
H: 2.971 6.526 -1.817
H: 4.098 5.687 -0.768
H: 1.496 7.021 0.058
H: 2.507 4.241 0.861
H: 1.673 4.517 -0.618
H: -0.027 3.309 1.916
H: -0.034 4.620 3.129
H: 1.386 3.669 2.593
H: 3.453 6.012 1.811
H: 2.128 6.818 2.023
C: -5.607 4.493 6.846
C: -6.290 3.112 6.733
C: -6.451 2.638 5.286
O: -5.111 2.347 4.865
C: -4.888 2.350 3.488
N: -5.809 2.190 7.680
H: -5.577 4.841 7.879
H: -6.240 5.254 6.390
H: -4.638 4.572 6.353
H: -7.326 3.323 6.997
H: -6.795 3.376 4.561
H: -7.021 1.711 5.224
H: -5.303 1.500 2.946
H: -3.865 2.473 3.132
H: -5.254 3.264 3.021
H: -4.996 1.784 7.240
H: -6.379 1.377 7.864
C: 5.416 -4.341 2.917
C: 5.665 -3.114 2.158
C: 4.968 -1.812 2.639
O: 5.248 -0.699 1.859
C: 4.828 0.551 2.306
N: 7.093 -2.924 1.906
H: 4.349 -4.540 3.013
H: 5.633 -4.005 3.932
H: 5.969 -5.198 2.534
H: 5.158 -3.304 1.212
H: 5.335 -1.659 3.654
H: 3.914 -2.078 2.709
H: 4.906 1.377 1.599
H: 5.177 0.790 3.310
H: 3.754 0.369 2.352
H: 7.197 -2.108 1.320
H: 7.748 -2.801 2.666
C: 4.563 3.360 4.818
C: 4.208 4.743 4.256
C: 4.817 5.970 5.067
O: 4.688 5.901 6.494
C: 5.160 7.104 7.144
N: 4.696 4.846 2.889
H: 5.637 3.186 4.753
H: 4.092 2.642 4.147
H: 4.181 3.226 5.830
H: 3.119 4.786 4.250
H: 4.299 6.877 4.755
H: 5.845 6.119 4.737
H: 4.395 7.880 7.111
H: 6.163 7.391 6.829
H: 5.386 7.017 8.207
H: 5.086 3.938 2.681
H: 5.373 5.577 2.724
C: -5.374 -2.649 0.654
C: -4.765 -1.279 0.617
C: -3.720 -0.933 1.759
O: -2.552 -1.635 1.451
C: -1.678 -1.752 2.620
N: -4.082 -1.091 -0.633
H: -6.447 -2.517 0.517
H: -5.225 -3.102 1.634
H: -4.958 -3.294 -0.120
H: -5.634 -0.624 0.558
H: -4.028 -1.116 2.789
H: -3.482 0.108 1.544
H: -0.733 -2.218 2.339
H: -2.183 -2.344 3.382
H: -1.559 -0.822 3.176
H: -3.684 -0.171 -0.511
H: -3.210 -1.581 -0.500
C: -4.800 2.818 -2.274
C: -4.071 3.269 -3.578
C: -3.286 4.552 -3.381
O: -2.207 4.213 -2.404
C: -1.636 5.476 -2.067
N: -3.233 2.132 -3.969
H: -4.416 1.852 -1.947
H: -5.794 2.397 -2.422
H: -4.756 3.500 -1.425
H: -4.799 3.433 -4.372
H: -3.943 5.325 -2.983
H: -2.974 5.060 -4.293
H: -2.337 6.221 -1.689
H: -1.215 6.075 -2.875
H: -0.950 5.412 -1.223
H: -3.862 1.343 -3.937
H: -3.046 2.098 -4.961
C: 0.082 -1.019 -2.652
C: 0.593 0.204 -3.351
C: 1.580 0.064 -4.423
O: 1.471 1.059 -5.455
C: 2.519 1.058 -6.456
N: -0.620 0.751 -3.878
H: 0.809 -1.376 -1.923
H: 0.007 -1.867 -3.334
H: -0.832 -0.760 -2.118
H: 1.005 0.888 -2.609
H: 1.412 -0.898 -4.907
H: 2.576 0.150 -3.988
H: 2.491 1.986 -7.027
H: 2.363 0.270 -7.193
H: 3.478 0.916 -5.957
H: -0.419 0.790 -4.867
H: -1.171 -0.095 -3.900